ORCA calculation (ωB97M-V/def2-TZVPD) on a structure of composition C5H8N2O2 in a non-equilibrium geometry.

Summary:
- energy above the lowest of the compared OMol25 structures with the same formula, charge and spin (kJ/mol) = 659.0
- E_HOMO (eV) = -9.29
- E_tot (eV) = -12384.1059
- 2S+1 = 1
- Kohn-Sham gap (eV) = 8.868
- total charge = 0

Last column: Mulliken charge in e.
Cartesian coordinates (Å):
C -2.4826 -0.2318 -0.3651  -1.130
N 0.9013 -0.6616 0.8997  -0.179
C 0.0374 -0.4930 -0.1856  0.957
C -1.2223 0.3609 0.1933  0.468
C 1.5011 0.7159 0.0176  -0.302
C 2.6707 0.7116 -0.6074  -0.707
O 1.5461 -1.8498 0.8104  -0.361
N -1.1007 1.4936 0.7238  -0.623
O -0.1127 -1.4503 -0.9735  -0.692
H 1.0309 -2.4324 1.4031  0.343
H -1.9232 2.0874 0.6183  0.257
H 1.1004 1.5841 0.5156  0.404
H -3.3512 0.3676 -0.0937  0.382
H -2.4276 -0.2647 -1.4529  0.282
H -2.5872 -1.2590 -0.0151  0.300
H 3.0510 -0.1966 -1.0494  0.311
H 3.3685 1.5181 -0.4391  0.288